The following is a quantum chemistry calculation of a 15-piece molecular cluster, C33H102N24O15 overall in a non-equilibrium geometry, from the OMol25 dataset.

Geometry as XYZ:
```
174
Properties=species:S:1:pos:R:3:forces:R:3
C 9.183 17.419 8.132 -0.003 -0.174 0.080
C 9.723 16.066 7.663 0.016 -1.354 -0.604
C 10.411 15.199 8.782 0.976 0.165 -1.009
O 11.068 13.998 8.274 -2.474 1.170 -0.561
C 11.679 13.219 9.248 0.624 -0.526 -0.417
N 8.658 15.380 6.896 -0.091 0.263 0.613
H 8.281 17.356 8.740 -0.033 -0.514 0.256
H 8.841 17.991 7.269 0.404 0.086 -0.100
H 9.896 17.988 8.728 0.164 0.059 -0.229
H 10.444 16.192 6.856 0.674 0.476 0.434
H 9.696 15.020 9.584 -0.069 -0.441 0.170
H 11.289 15.723 9.160 -0.255 0.829 0.537
H 11.050 12.820 10.043 -0.436 0.319 0.163
H 12.527 13.767 9.660 0.251 -0.072 0.371
H 12.031 12.350 8.692 0.305 0.002 0.258
H 7.750 15.545 7.305 -0.123 -0.197 0.130
H 8.816 14.385 6.821 0.092 -0.077 0.027
C 16.358 9.073 16.902 0.457 -1.002 -0.679
C 17.530 10.028 17.177 -2.025 -1.890 -0.853
C 18.113 10.565 15.891 2.056 1.266 0.578
O 19.069 11.645 16.245 -0.799 -0.966 0.485
C 20.271 11.072 16.768 0.398 0.930 -1.007
N 16.943 11.030 17.979 0.897 1.615 1.222
H 15.647 9.002 17.725 0.139 0.436 0.034
H 16.699 8.048 16.754 0.069 -0.081 -0.316
H 15.856 9.387 15.987 -0.335 -0.025 -0.028
H 18.267 9.440 17.724 0.203 0.399 0.179
H 17.413 11.060 15.218 -0.307 -0.255 0.124
H 18.710 9.817 15.371 -0.255 -0.268 -0.337
H 20.932 11.869 17.110 -0.242 0.275 -0.086
H 20.727 10.657 15.868 0.581 -0.745 0.408
H 20.197 10.386 17.611 -0.459 -0.240 -0.252
H 16.217 11.521 17.477 -0.377 -0.088 -0.220
H 17.681 11.716 18.046 -0.023 0.764 0.609
C 11.484 15.446 16.584 0.601 -0.256 -0.981
C 12.249 16.616 17.192 -1.385 1.177 -0.224
C 13.293 17.360 16.310 -0.219 -0.899 -0.551
O 12.811 17.815 15.044 -0.004 0.308 -0.234
C 13.788 18.543 14.303 -1.004 -0.420 -1.547
N 11.290 17.611 17.756 0.970 -0.247 0.261
H 11.080 14.722 17.292 0.110 0.355 0.435
H 12.200 14.896 15.973 0.020 -0.287 -0.154
H 10.664 15.720 15.920 0.018 0.405 0.057
H 12.814 16.189 18.021 0.266 0.230 0.180
H 14.114 16.666 16.128 0.389 0.104 0.061
H 13.651 18.254 16.819 0.230 -0.123 0.539
H 13.929 19.601 14.523 0.655 -0.174 1.417
H 13.406 18.749 13.303 -0.951 -0.534 -0.312
H 14.651 17.938 14.026 0.613 0.230 0.969
H 11.844 18.456 17.759 -0.361 0.484 0.456
H 10.503 17.821 17.159 -0.053 -0.417 -0.412
C 12.724 10.982 16.828 -0.358 -1.357 0.355
C 11.324 10.616 16.219 1.032 0.162 2.491
C 10.398 9.880 17.236 0.236 -0.634 -1.533
O 10.847 8.523 17.522 -0.541 2.654 0.369
C 9.736 7.724 17.930 1.792 -0.856 -1.362
N 10.737 11.885 15.822 -0.590 -0.923 -1.362
H 12.641 11.850 17.483 -0.046 0.143 -0.197
H 13.472 11.144 16.052 -0.091 0.344 -0.118
H 13.123 10.183 17.452 0.001 -0.225 0.004
H 11.490 10.008 15.331 -0.281 -0.213 -0.037
H 9.417 9.807 16.766 -0.195 -0.185 -0.359
H 10.161 10.523 18.083 0.704 -0.173 0.695
H 9.196 8.074 18.810 0.031 -0.025 -0.116
H 10.276 6.783 18.040 -0.643 -0.336 0.867
H 9.160 7.561 17.020 -0.900 0.229 0.303
H 10.447 12.474 16.589 0.349 0.037 0.112
H 11.523 12.259 15.309 -0.326 1.284 -0.176
C 17.297 10.103 11.683 0.065 1.042 -1.886
C 17.191 9.760 10.155 1.572 -0.324 0.825
C 18.541 9.125 9.754 -1.740 -0.896 -0.853
O 18.398 8.535 8.378 1.205 1.526 2.392
C 19.623 7.966 7.955 -0.210 0.300 -0.401
N 16.059 8.909 9.905 -0.077 -0.548 -0.160
H 17.820 9.318 12.229 -0.702 -0.205 0.179
H 16.301 10.430 11.984 0.081 -0.614 0.622
H 17.889 11.010 11.798 0.223 0.119 -0.015
H 17.056 10.624 9.504 0.470 0.656 0.418
H 18.838 8.334 10.442 -0.275 -0.449 -0.026
H 19.272 9.909 9.952 0.507 0.181 -1.109
H 19.457 7.743 6.902 0.258 -0.462 0.113
H 19.935 7.109 8.553 -0.358 -0.414 -0.069
H 20.477 8.641 8.012 -0.063 0.527 0.004
H 16.151 8.685 8.925 -0.130 -0.551 -0.316
H 15.272 9.542 9.912 -0.254 -0.590 0.484
C 15.218 14.168 15.027 -0.007 -0.991 -0.840
C 14.936 13.091 13.885 -0.394 1.666 0.301
C 13.712 13.509 13.032 0.445 -0.217 1.002
O 12.433 13.237 13.660 1.242 1.442 -0.727
C 11.565 14.302 13.270 -1.609 -0.714 1.278
N 16.057 12.918 12.970 0.285 -0.791 0.580
H 15.486 15.134 14.597 -0.412 0.105 -0.236
H 16.109 13.911 15.600 0.027 -0.401 0.121
H 14.382 14.259 15.720 -0.089 0.068 -0.071
H 14.750 12.129 14.361 0.038 -0.087 0.156
H 13.733 13.056 12.041 0.026 -0.137 -0.107
H 13.876 14.581 12.922 -0.417 0.140 -0.318
H 10.695 14.208 13.920 -0.288 -0.208 0.004
H 11.176 14.179 12.259 0.462 0.195 -0.344
H 11.897 15.310 13.520 0.674 -0.017 -0.415
H 16.845 12.736 13.575 0.480 -0.365 -0.087
H 16.385 13.715 12.444 -0.599 0.644 -0.079
C 15.028 12.348 8.558 0.651 1.747 -0.431
O 15.214 13.119 7.653 0.800 2.908 -1.867
N 14.476 11.229 8.412 -2.998 -5.929 -1.218
N 15.369 12.519 9.807 1.527 2.289 3.345
H 14.336 10.754 9.292 -1.025 -0.502 -0.785
H 13.915 11.023 7.598 0.342 -0.108 0.204
H 15.499 13.495 10.034 0.310 -0.116 0.645
H 14.967 11.939 10.529 0.070 0.181 0.030
C 18.565 14.230 10.494 -1.665 0.490 -0.611
O 18.523 14.456 11.687 0.012 0.505 1.190
N 17.718 14.764 9.597 -0.991 1.602 0.269
N 19.319 13.378 9.872 2.973 -2.974 -1.880
H 17.722 14.514 8.618 -0.267 0.127 0.388
H 16.924 15.212 10.031 -0.269 0.182 -0.431
H 20.094 12.830 10.216 -0.354 0.398 0.380
H 19.049 13.223 8.911 0.571 -0.359 0.284
C 13.137 9.649 11.954 0.017 -1.020 -3.730
O 13.470 10.108 10.856 -0.530 0.381 -0.676
N 12.406 8.542 12.090 -0.774 -1.018 0.371
N 13.540 10.210 13.029 1.019 1.548 3.625
H 12.075 8.038 11.280 0.252 0.098 0.330
H 12.332 8.166 13.025 -0.385 -0.326 -0.499
H 13.426 9.726 13.908 0.244 0.711 0.095
H 14.007 11.096 12.905 0.144 -0.333 0.506
C 19.189 15.077 14.925 2.032 -0.077 3.400
O 19.648 15.257 16.072 -0.959 0.351 -0.674
N 18.293 15.790 14.323 -2.316 2.630 -0.827
N 19.615 14.080 14.206 1.493 -2.331 -1.469
H 17.582 16.190 14.918 0.113 0.847 -0.462
H 18.177 15.606 13.337 -0.728 0.173 0.169
H 19.770 13.262 14.777 0.318 -0.287 -0.551
H 19.197 14.103 13.286 0.334 -1.387 -0.161
C 14.535 16.112 10.099 0.196 1.723 -0.445
O 15.258 15.429 10.757 1.801 -2.161 4.233
N 13.945 17.232 10.456 -0.914 1.426 2.441
N 14.475 15.871 8.858 -0.906 -1.044 -5.469
H 14.041 17.360 11.453 -0.591 0.893 -0.184
H 13.404 17.795 9.816 0.102 -0.068 0.650
H 13.911 16.449 8.252 0.290 -0.629 -0.317
H 14.972 15.041 8.566 -0.344 -0.184 -1.018
C 8.164 15.770 14.043 3.039 5.777 2.435
O 8.505 16.543 14.994 -0.926 -2.162 -1.465
N 8.517 16.054 12.797 0.575 0.185 -2.906
N 7.512 14.676 14.107 -2.910 -4.625 2.111
H 9.123 16.820 12.539 -0.230 -0.195 0.418
H 8.464 15.247 12.191 0.310 0.568 -0.428
H 6.977 14.239 13.370 0.333 0.264 -0.012
H 7.355 14.296 15.029 -0.167 0.129 -0.148
C 8.043 11.021 13.245 -0.689 -2.089 1.615
O 7.005 10.920 12.683 -3.692 -0.143 -1.584
N 8.994 11.787 12.901 3.378 3.859 -2.570
N 8.439 10.337 14.305 -0.199 -2.550 2.622
H 8.723 12.418 12.160 1.110 0.055 0.047
H 9.869 11.662 13.390 0.178 1.124 -0.702
H 9.304 10.635 14.734 -0.447 -0.175 0.632
H 7.781 9.734 14.778 0.330 0.146 -0.077
C 18.245 15.348 19.233 1.336 -0.873 3.027
O 18.057 15.314 20.462 0.021 -0.012 -0.761
N 17.237 15.431 18.385 -2.868 0.425 -1.927
N 19.442 15.202 18.671 2.325 -0.211 -0.039
H 16.314 15.238 18.748 0.291 0.250 0.027
H 17.314 15.773 17.438 0.221 -0.258 0.038
H 20.258 14.909 19.190 -0.643 0.412 0.714
H 19.641 15.149 17.682 -0.826 0.147 -0.338
C 16.577 18.487 16.658 0.072 -1.842 0.241
O 16.574 17.477 15.976 0.012 -0.543 -1.065
N 16.858 19.711 16.304 0.434 2.216 -1.953
N 16.348 18.458 17.957 -1.262 -0.592 3.195
H 17.088 19.869 15.334 0.124 0.528 0.440
H 16.946 20.350 17.082 0.392 0.442 -1.008
H 15.955 19.294 18.366 0.097 -0.363 0.273
H 16.061 17.582 18.370 0.178 0.122 0.001
```
Forces are in eV/Å.

Results
- E_LUMO: -0.034 eV
- Kohn-Sham gap: 8.561 eV
- Strongest force on any atom: 6.97 eV/Å
- Highest occupied orbital energy: -8.594 eV
- Energy relative to the best compared isomer or geometry (same formula, charge and spin): 126.3 kcal per mole
- Charge: 0
- Energy: -102351.5410 eV